Record 1
Formula: C23H24F4NNdS5
Source: OMol25
Level of theory: the ωB97M-V functional and the def2-TZVPD basis

The geometry in XYZ format:
```
58
Properties=species:S:1:pos:R:3:forces:R:3
Nd 1.643 0.276 -0.581 -0.204 -0.318 0.133
C -3.354 -2.084 0.291 -1.186 -0.015 0.599
C -2.201 -1.497 -0.508 -0.789 0.571 0.196
C -1.866 -2.373 -1.688 -0.491 -0.305 0.103
C -2.465 -0.059 -0.959 1.092 -0.379 0.700
C -3.582 0.185 -1.701 -0.218 0.971 -1.007
C -3.823 1.445 -2.241 0.698 0.282 0.459
C -2.929 2.477 -1.991 -0.065 -0.730 -0.555
C -1.802 2.262 -1.199 0.551 0.768 0.039
C -0.915 3.490 -0.988 1.269 -0.517 0.380
C -0.925 4.043 0.460 -0.393 -0.936 -0.406
C 0.539 3.388 -1.551 -0.647 -1.319 -0.370
C -1.548 0.997 -0.654 -0.817 -0.212 0.260
N -0.478 0.770 0.271 -0.374 0.057 0.045
C -0.910 0.439 1.558 -0.121 0.477 -0.464
C -2.168 0.670 2.131 -0.239 0.155 0.159
C -2.450 0.183 3.410 -0.431 -0.298 0.118
C -1.518 -0.574 4.118 -0.004 0.484 1.020
C -0.230 -0.689 3.646 -0.044 -0.027 -1.372
C -0.014 -0.184 2.396 0.463 0.023 -0.271
F 1.244 -0.333 1.805 0.344 -0.248 0.230
H -3.059 -3.013 0.854 -0.191 0.907 -0.541
H -4.151 -2.371 -0.433 0.265 0.104 0.635
H -3.795 -1.332 1.020 0.554 -0.991 -0.798
H -1.373 -1.432 0.141 1.162 -0.230 0.685
H -2.659 -2.311 -2.430 0.017 0.086 -0.262
H -1.792 -3.426 -1.420 0.112 -0.042 0.204
H -0.935 -2.044 -2.084 0.758 0.064 -0.716
H -4.214 -0.616 -2.014 -0.455 -0.532 0.121
H -4.649 1.624 -2.888 -0.584 -0.004 -0.343
H -3.029 3.410 -2.538 -0.145 0.063 0.345
H -1.306 4.284 -1.585 -0.784 0.435 -0.456
H -0.556 3.330 1.210 -0.266 -0.104 -0.303
H -1.983 4.284 0.667 0.658 0.250 0.313
H -0.247 4.882 0.522 -0.191 0.604 0.019
H 1.234 3.041 -0.783 0.214 -0.188 0.031
H 0.890 4.352 -1.846 0.302 0.825 0.009
H 0.624 2.789 -2.505 -0.210 0.225 1.007
H -2.904 1.239 1.559 0.117 -0.245 0.232
H -3.431 0.343 3.879 0.442 0.014 -0.450
H -1.686 -0.966 5.117 -0.462 0.096 -0.220
H 0.565 -1.239 4.088 0.375 -0.285 0.675
F 1.453 -1.602 -1.437 0.042 0.296 -0.031
C 1.118 -4.577 -0.713 0.116 2.033 1.113
F 0.437 -5.617 -0.555 -0.845 -1.949 -0.279
F 0.611 -3.779 0.256 0.699 -0.117 -0.784
C 3.853 -2.718 0.537 -0.012 -0.148 -1.098
S 3.965 -0.958 1.017 -0.831 -0.437 0.584
C 5.302 -0.373 0.119 1.151 0.006 -0.909
C 5.324 0.685 -0.717 -0.753 0.157 -0.207
S 3.969 1.721 -1.178 0.373 0.014 0.155
S 6.868 1.012 -1.473 -0.267 0.469 -0.106
C 7.755 -0.287 -0.788 0.646 -0.210 -0.438
S 9.319 -0.671 -1.119 -0.082 0.258 -0.017
S 6.812 -1.249 0.236 -0.306 -0.561 0.890
H 3.083 -3.189 1.146 0.091 0.177 0.166
H 4.802 -3.257 0.633 -0.155 0.334 0.321
H 3.539 -2.803 -0.518 0.053 0.136 0.456
```
Positions in Å, forces in eV/Å.

2S+1 = 4
Orbital gap (alpha / beta) = 7.66 / 7.71 eV

---

Record 2
Formula: C23H24FN5O4S
Source: OMol25
Level of theory: the ωB97M-V functional and the def2-TZVPD basis

The geometry in XYZ format:
```
58
Properties=species:S:1:pos:R:3:forces:R:3
N -5.457 -4.143 -0.259 -0.224 -0.058 -0.016
C -4.119 -4.050 -0.142 -0.500 -0.187 -0.003
O -3.402 -4.991 0.160 0.194 -0.082 0.039
C -3.586 -2.699 -0.407 0.240 0.653 -0.080
N -4.381 -1.693 -0.704 -0.159 -0.378 0.014
S -3.571 -0.315 -0.914 0.201 -0.429 0.152
C -2.006 -1.015 -0.617 -0.793 -0.308 0.014
C -2.193 -2.377 -0.336 0.016 0.625 -0.277
N -1.240 -3.273 -0.073 0.379 -0.354 0.200
H -0.304 -2.922 0.071 -0.120 -0.076 -0.008
H -1.541 -4.201 0.192 0.070 0.099 -0.031
C -0.705 -0.380 -0.548 0.097 0.041 -0.118
O 0.280 -1.049 -0.219 -0.004 -0.154 -0.110
N -0.550 0.940 -0.827 0.244 0.151 0.108
C -1.542 1.803 -1.417 -0.236 0.079 -0.055
C -2.495 2.437 -0.425 0.052 0.219 0.036
C -3.613 3.108 -0.908 0.181 -0.015 0.140
C -4.504 3.712 -0.042 -0.087 0.051 0.135
C -4.261 3.632 1.318 0.102 -0.073 -0.013
C -3.157 2.974 1.824 -0.265 0.170 0.021
C -2.271 2.376 0.944 -0.017 0.017 -0.161
H -1.406 1.862 1.337 0.098 -0.080 0.018
H -2.995 2.931 2.889 -0.011 0.012 0.127
F -5.130 4.217 2.171 0.066 -0.049 -0.074
H -5.375 4.234 -0.404 -0.103 0.058 -0.008
H -3.788 3.156 -1.973 -0.060 0.006 -0.155
H -1.011 2.597 -1.955 -0.041 -0.176 -0.046
H -2.113 1.245 -2.168 0.144 0.134 -0.040
C 0.765 1.514 -0.563 0.083 -0.196 0.131
C 1.688 1.328 -1.721 -0.090 -0.711 -0.144
C 2.078 0.219 -2.417 -0.254 0.421 0.355
C 2.968 0.675 -3.420 0.126 0.552 -0.039
C 3.054 2.023 -3.260 0.321 -0.558 -0.486
O 2.282 2.429 -2.237 -0.132 0.324 0.270
H 3.606 2.775 -3.786 0.031 0.182 -0.008
H 3.470 0.079 -4.153 0.143 -0.056 -0.189
H 1.765 -0.788 -2.231 -0.118 -0.186 0.108
H 0.631 2.589 -0.398 0.008 -0.145 0.015
C 1.275 0.948 0.794 0.247 0.490 -0.349
O 0.580 1.061 1.781 -0.248 -0.027 0.311
N 2.534 0.490 0.792 0.359 0.026 -0.071
H 2.959 0.293 -0.102 -0.147 0.098 -0.018
C 3.098 -0.213 1.928 -0.215 0.093 0.248
H 2.506 0.092 2.792 0.103 -0.048 -0.104
C 3.039 -1.733 1.703 -0.035 0.015 -0.091
C 4.390 -2.068 1.080 0.017 -0.068 0.219
C 5.354 -1.190 1.875 0.073 0.008 -0.096
H 6.305 -1.043 1.366 0.081 -0.024 0.063
H 5.555 -1.657 2.840 0.051 -0.048 0.028
C 4.594 0.127 2.077 0.092 -0.055 0.099
H 4.808 0.568 3.048 0.021 0.099 -0.006
H 4.874 0.854 1.314 0.005 0.054 0.030
H 4.634 -3.126 1.152 0.015 -0.050 -0.118
H 4.403 -1.784 0.026 0.011 -0.008 -0.121
H 2.192 -1.991 1.070 -0.080 -0.050 0.081
H 2.932 -2.244 2.659 0.004 -0.053 0.071
H -5.991 -3.324 -0.494 -0.026 -0.014 0.003
H -5.914 -5.021 -0.081 0.088 0.041 -0.001
```
Positions in Å, forces in eV/Å.

Orbital gap = 8.13 eV
ΔE to the lowest compared entry with this formula, charge and spin = 0.00 kcal per mole

---

Record 3
Formula: C23H24N2O6S
Source: OMol25
Level of theory: the ωB97M-V functional and the def2-TZVPD basis

The geometry in XYZ format:
```
56
Properties=species:S:1:pos:R:3:forces:R:3
C -3.298 1.352 0.957 0.109 0.209 -0.106
H -2.771 0.503 1.387 0.014 -0.139 0.052
H -3.945 1.778 1.721 -0.071 -0.023 0.061
H -3.927 0.999 0.143 -0.097 -0.116 -0.040
C -2.319 2.411 0.470 -0.178 -0.169 0.185
C -1.347 1.942 -0.571 0.050 -0.312 -0.152
C -1.316 0.672 -1.089 -0.028 0.284 0.038
C -0.350 0.307 -2.050 0.297 0.495 -0.163
C -0.252 -0.994 -2.577 0.098 -0.462 -0.301
C 0.718 -1.289 -3.504 -0.301 0.092 0.184
C 1.606 -0.278 -3.946 0.026 0.069 -0.048
C 1.535 0.987 -3.446 -0.028 -0.325 -0.146
C 0.564 1.306 -2.474 -0.522 -0.578 0.147
N 0.544 2.539 -1.942 0.172 0.399 -0.124
C -0.344 2.827 -1.040 0.133 0.453 -0.103
S -0.165 4.453 -0.309 0.100 0.169 -0.005
C 1.461 4.155 0.492 -0.475 0.015 -0.147
C 1.201 3.024 1.463 0.304 0.076 -0.031
O 0.679 3.204 2.541 -0.143 0.075 0.252
N 1.525 1.802 0.946 0.447 0.001 -0.241
C 1.066 0.555 1.338 0.093 -0.471 -0.093
C 0.163 0.413 2.392 -0.269 0.000 0.333
C -0.373 -0.816 2.726 0.144 -0.200 -0.258
C 0.004 -1.969 1.986 -0.078 0.021 0.059
C 0.910 -1.834 0.963 -0.152 -0.014 0.175
C 1.460 -0.588 0.619 -0.221 0.084 0.364
C 2.417 -0.515 -0.478 0.403 0.325 -0.308
O 2.987 0.494 -0.857 0.061 -0.096 0.080
O 2.657 -1.691 -1.081 0.044 -0.438 0.037
H 3.288 -1.552 -1.805 -0.109 0.237 0.150
H 1.230 -2.689 0.392 -0.035 -0.122 0.000
O -0.583 -3.134 2.376 -0.049 0.281 0.152
C -0.215 -4.316 1.709 0.044 -0.132 -0.075
H -0.780 -5.112 2.192 0.062 0.014 -0.070
H 0.856 -4.519 1.809 -0.019 0.015 -0.017
H -0.478 -4.279 0.647 0.022 0.011 0.010
O -1.254 -1.023 3.724 0.186 -0.244 -0.308
C -1.634 0.072 4.529 -0.069 0.231 0.166
H -2.316 -0.337 5.273 0.045 0.068 -0.043
H -0.770 0.518 5.030 -0.020 -0.012 -0.038
H -2.149 0.840 3.946 0.030 -0.015 -0.005
H -0.110 1.297 2.943 -0.018 0.014 0.044
H 2.116 1.762 0.113 -0.177 0.119 0.160
H 2.192 3.924 -0.279 0.059 0.017 0.032
H 1.699 5.079 1.014 0.061 -0.086 0.049
H 2.217 1.760 -3.761 0.097 0.086 -0.025
H 2.343 -0.552 -4.685 0.097 -0.002 -0.099
O 0.931 -2.511 -4.061 0.218 0.323 -0.065
C 0.126 -3.586 -3.642 -0.140 -0.181 0.077
H 0.483 -4.455 -4.191 -0.061 0.031 0.059
H -0.928 -3.415 -3.881 0.035 0.011 0.024
H 0.233 -3.765 -2.567 -0.019 0.021 -0.017
H -0.949 -1.738 -2.224 -0.039 -0.136 0.008
H -2.018 -0.079 -0.758 -0.113 -0.084 0.079
H -1.746 2.797 1.318 -0.049 0.076 -0.054
H -2.872 3.261 0.060 0.032 0.036 0.104
```
Positions in Å, forces in eV/Å.

SMILES = CCc1cc2cc(OC)ccc2nc1SCC(=O)Nc1cc(OC)c(OC)cc1C(=O)O
Orbital gap = 8.21 eV
ΔE to the lowest compared entry with this formula, charge and spin = 10.96 kcal per mole